8 unconnected molecules or ions with the total composition C34H58N2O6 at a distorted geometry. Source: OMol25; level of theory: ωB97M-V/def2-TZVPD.

CARTESIAN COORDINATES (ANGSTROEM)
C 2.2937 -1.2223 -3.7201
C 3.1837 -0.1974 -3.9579
C 4.4820 -0.3151 -3.4704
N 4.9021 -1.3321 -2.7320
C 4.0081 -2.2593 -2.4224
C 2.7058 -2.2741 -2.9306
H 1.2846 -1.2777 -4.1129
H 2.9821 0.6582 -4.5886
H 5.2126 0.4554 -3.6940
H 4.3081 -3.0475 -1.7385
H 2.0584 -3.1032 -2.6816
C 4.2081 0.6436 0.2296
C 4.9184 0.0811 1.2764
C 5.2674 0.8649 2.3663
N 4.9436 2.1446 2.4638
C 4.3269 2.7021 1.4303
C 3.9170 1.9989 0.3113
H 3.8425 0.0536 -0.6014
H 5.1332 -0.9807 1.2861
H 5.8591 0.4245 3.1615
H 4.1173 3.7636 1.5199
H 3.4184 2.5025 -0.5080
C -2.2742 -0.2851 -6.3115
C -2.3283 -0.0313 -4.7891
C -3.2037 -1.1767 -4.2588
O -3.1435 -2.2059 -5.2273
C -3.1075 -1.5607 -6.4926
H -1.2530 -0.3966 -6.6661
H -2.7815 0.5213 -6.8383
H -2.7207 0.9539 -4.5379
H -1.3579 -0.0895 -4.2918
H -4.2447 -0.8843 -4.0517
H -2.8587 -1.5987 -3.3115
H -4.1336 -1.2965 -6.7851
H -2.7371 -2.2779 -7.2217
C 1.9823 1.9481 5.6498
C 2.6511 0.9620 4.7041
C 1.7258 -0.2455 4.7465
O 1.2272 -0.2886 6.0701
C 1.0330 1.0611 6.4945
H 1.4296 2.7408 5.1516
H 2.6915 2.4179 6.3321
H 3.6340 0.6169 5.0240
H 2.7513 1.3667 3.6986
H 2.1551 -1.1970 4.4317
H 0.8537 -0.1172 4.0777
H 1.2088 1.0970 7.5661
H -0.0122 1.3255 6.2858
C 1.8511 3.4305 -3.9953
C 0.4314 2.8180 -4.0388
C -0.4410 4.0281 -3.7674
O 0.2074 5.0828 -4.4678
C 1.6030 4.9470 -4.2402
H 2.6145 2.9367 -4.5859
H 2.1488 3.3733 -2.9420
H 0.3878 2.0233 -3.2948
H 0.1889 2.4342 -5.0295
H -0.6021 4.2740 -2.7105
H -1.4267 3.9526 -4.2296
H 1.8500 5.5028 -3.3317
H 2.1493 5.3155 -5.1050
C -5.2425 -0.6443 1.4764
C -4.7014 -0.8511 0.0391
C -4.2566 -2.3230 0.0774
O -4.6545 -2.8541 1.3401
C -5.6720 -2.0324 1.8867
H -6.0604 0.0640 1.6219
H -4.3851 -0.2925 2.0527
H -3.8810 -0.1691 -0.1790
H -5.5066 -0.6151 -0.6584
H -3.1778 -2.4459 -0.0305
H -4.7189 -2.9187 -0.7183
H -5.6407 -2.1617 2.9737
H -6.6567 -2.4092 1.5857
C 0.0750 0.6676 1.0109
C 0.3175 1.0459 -0.4695
C -0.0185 -0.2567 -1.1610
O 0.5215 -1.2592 -0.3339
C 0.2045 -0.8630 1.0015
H -0.9126 1.0262 1.2955
H 0.8188 1.2028 1.6019
H 1.3473 1.3167 -0.7016
H -0.3211 1.8340 -0.8785
H 0.3850 -0.3270 -2.1732
H -1.1052 -0.3839 -1.3237
H 0.9898 -1.1974 1.6739
H -0.7719 -1.2822 1.2501
C -2.5728 -2.0248 4.6590
C -1.3334 -2.3584 3.8779
C -0.8782 -3.6109 4.6457
O -1.2936 -3.4475 5.9941
C -2.1431 -2.2946 6.0958
H -3.4296 -2.6572 4.4116
H -2.9612 -0.9995 4.6540
H -0.6093 -1.5459 3.9628
H -1.5231 -2.4870 2.8147
H 0.1931 -3.7977 4.5821
H -1.4030 -4.4685 4.2053
H -1.5471 -1.4654 6.4912
H -2.9969 -2.4755 6.7483

## Properties
* electronic energy: -1891.12863 a.u.
* LUMO energy: 0.014 Ha
* orbital gap: 9.6 eV
* spin multiplicity: 1
* relative energy (zero: lowest compared OMol25 entry of this formula, charge and spin): 0.000 eV

---

A molecular structure, C9H7N2O5PmS at a distorted geometry. Source: OMol25; level of theory: ωB97M-V/def2-TZVPD.

CARTESIAN COORDINATES (ANGSTROEM)
O -1.4126 2.4920 -3.9808
C -1.2891 1.8926 -2.9792
Pm -1.6559 0.5596 -0.8951
C -0.4648 -1.5721 -1.6797
O 0.1445 -2.5355 -1.9044
C 1.6276 1.8791 -2.8845
O 2.4928 1.8507 -2.0096
C -1.7199 3.1350 -0.8025
O -1.7459 4.2813 -0.6578
C 0.4788 0.8229 -2.8863
O 0.4774 -0.1422 -3.6269
H 1.5952 2.5574 -3.7873
C 1.9012 -1.5400 1.8412
N 0.5000 -1.2573 2.1635
C -0.3423 -2.0390 2.9488
C -1.5772 -1.4869 2.8808
N -1.4800 -0.3976 2.0231
C -0.1835 -0.2428 1.6021
S 0.5171 0.9731 0.5897
H 2.0322 -1.8234 0.7819
H 2.5162 -0.6527 2.0468
H 2.2346 -2.3631 2.4790
H 0.0557 -2.8927 3.4779
H -2.4887 -1.8055 3.3341
H -2.2136 0.3070 1.9255

## Properties
* electronic energy: -1838.71850 a.u.
* <S²>: 6.0898
* LUMO energy (alpha / beta): -0.325 / -0.318 Ha
* orbital gap (alpha / beta): 5.7 / 6.0 eV
* net charge: +2
* spin multiplicity: 5
* relative energy (zero: lowest compared OMol25 entry of this formula, charge and spin): 0.000 eV

---

A single CH3NO3S molecule at a distorted geometry. Source: OMol25; level of theory: ωB97M-V/def2-TZVPD.

CARTESIAN COORDINATES (ANGSTROEM)
C 0.2081 -0.7437 -1.0625
N 1.2018 0.6471 1.2565
O -1.7813 1.0167 -0.7397
O -1.2444 -0.5278 1.1031
O 0.7095 0.9012 0.1244
S -0.9342 0.0655 -0.1452
H 0.8356 -1.3539 -0.4311
H 0.5881 -0.3543 -2.0041
H 0.4168 0.3492 1.8986

## Properties
* electronic energy: -718.33958 a.u.
* LUMO energy (alpha / beta): -0.010 / -0.050 Ha
* orbital gap (alpha / beta): 9.3 / 7.9 eV
* spin multiplicity: 1
* relative energy (zero: lowest compared OMol25 entry of this formula, charge and spin): 6.299 eV

---

2 unconnected molecules or ions with the total composition C4H8NO at a distorted geometry. Source: OMol25; level of theory: ωB97M-V/def2-TZVPD.

CARTESIAN COORDINATES (ANGSTROEM)
C -2.4401 -0.1966 -0.4455
C -3.5646 0.0305 -0.9838
C 1.6926 -0.2350 0.6464
C 1.3997 1.1401 0.8778
N 1.0199 -1.1640 0.0686
O -1.4521 -0.4771 0.0545
H -3.6466 0.7437 -1.7078
H -4.4461 -0.4997 -0.7416
H 2.6481 -0.5377 0.8389
H 0.2361 1.3790 0.7364
H 2.2142 1.6316 0.2269
H 1.6978 1.5149 1.8793
H -0.0048 -1.1168 -0.1100
H 1.4218 -2.0116 0.1740

## Properties
* electronic energy: -286.74607 a.u.
* <S²>: 2.0058
* LUMO energy (alpha / beta): -0.158 / -0.227 Ha
* orbital gap (alpha / beta): 5.3 / 11.0 eV
* net charge: +1
* spin multiplicity: 3
* relative energy (zero: lowest compared OMol25 entry of this formula, charge and spin): 0.959 eV